(1)
Molecular formula: C27H17N7O2S2Ti
Method: DFT, ωB97M-V/def2-TZVPD

The calculation puts the strongest force on any atom at 2.816 eV Å⁻¹. For the relative energy (zero: lowest compared OMol25 entry of this formula, charge and spin), the calculation gives 30.44 kcal per mole. As for the highest occupied orbital energy (alpha / beta): -7.6 / -7.6 eV. The orbital gap (alpha / beta) is 0.1972 / 0.1972 hartree. The multiplicity is 1.

Each line ends with the natural charge from an NBO analysis.
Cartesian coordinates (Å):
1 Ti 0.3680 0.1885 0.2701  1.4082
2 C 1.4543 3.3118 4.5385  -0.2135
3 C 2.2533 3.5830 3.4398  -0.1857
4 C 2.3814 2.6497 2.4300  -0.2411
5 C 1.6882 1.4379 2.5082  0.2038
6 C 0.8547 1.1848 3.5985  -0.2311
7 C 0.7452 2.1236 4.6073  -0.1960
8 N 1.8030 0.4981 1.4769  -0.6855
9 C 3.0089 0.0111 1.1185  0.2190
10 C 4.1625 -0.0303 1.9195  -0.2567
11 C 5.2880 -0.6648 1.4499  -0.1541
12 C 5.3268 -1.2369 0.1730  -0.2316
13 C 4.2237 -1.1920 -0.6491  -0.1992
14 C 3.0536 -0.5806 -0.1816  0.1046
15 N 1.8653 -0.4533 -0.8351  -0.2513
16 N 1.6706 -0.9588 -2.0240  -0.2693
17 C 0.4049 -0.7385 -2.4336  0.3504
18 C 0.0076 -0.9840 -3.7618  -0.2069
19 C -1.2866 -0.7142 -4.1289  -0.1261
20 C -2.1789 -0.2123 -3.1740  -0.2359
21 C -1.7223 0.0300 -1.8964  0.0759
22 N -0.4658 -0.2280 -1.5171  -0.5660
23 H 1.3713 4.0307 5.3381  0.2160
24 H 2.7855 4.5194 3.3728  0.2172
25 H 2.9894 2.8529 1.5585  0.2318
26 H 0.3134 0.2457 3.6515  0.2195
27 H 0.1109 1.9198 5.4575  0.2199
28 H 4.1309 0.4046 2.9086  0.2366
29 H 6.1575 -0.7286 2.0864  0.2210
30 H 6.2340 -1.7164 -0.1606  0.2210
31 H 4.2239 -1.6342 -1.6341  0.2398
32 H 0.7519 -1.3422 -4.4532  0.2436
33 H -1.6170 -0.8805 -5.1421  0.2329
34 H -3.2061 -0.0071 -3.4275  0.2407
35 H -2.3783 0.4484 -1.1366  0.2434
36 O -1.8466 -1.4913 3.0308  -0.5602
37 C -1.0771 -1.3699 2.1043  0.7733
38 O -1.0128 -0.3805 1.2885  -0.7234
39 C -0.0614 -2.4629 1.7977  0.0927
40 C 0.0149 -3.6177 2.5674  -0.1978
41 C 0.9491 -4.5776 2.2186  -0.1440
42 C 1.7405 -4.3554 1.1014  -0.2374
43 C 1.5717 -3.1832 0.3784  0.0676
44 N 0.7035 -2.2397 0.7296  -0.4424
45 H -0.6451 -3.7358 3.4131  0.2537
46 H 1.0461 -5.4842 2.7952  0.2283
47 H 2.4752 -5.0827 0.7923  0.2315
48 H 2.1425 -3.0091 -0.5239  0.2149
49 S -0.8908 2.3460 0.5272  -0.0117
50 C -0.7889 2.8952 -1.1096  -0.2456
51 C -1.8909 3.5961 -1.6312  0.2437
52 N -2.7984 4.1616 -2.0489  -0.2813
53 C 0.3151 2.6144 -1.8937  -0.3323
54 S 1.7477 1.9922 -1.1453  0.0300
55 C 0.3009 2.7123 -3.2915  0.2576
56 N 0.2892 2.6553 -4.4394  -0.3127

=====

(2)
Molecular formula: C2H2CrFLiO2
Method: DFT, ωB97M-V/def2-TZVPD

The calculation puts the strongest force on any atom at 3.622 eV Å⁻¹. For the relative energy (zero: lowest compared OMol25 entry of this formula, charge and spin), the calculation gives 0.00 kcal per mole. As for the highest occupied orbital energy (alpha / beta): -20.1 / -20.1 eV. The orbital gap (alpha / beta) is 0.2783 / 0.3128 hartree. As for the total charge: +2. The multiplicity is 5. The expectation value of S² is 6.025.

Each line ends with the natural charge from an NBO analysis.
Cartesian coordinates (Å):
1 H -0.2420 1.4815 0.2285  0.2536
2 O -1.2306 -1.4020 0.2651  -0.6023
3 C -1.1751 -0.2620 -0.1167  0.8858
4 C 0.0924 0.5231 -0.2712  -0.2475
5 O 1.1481 -0.1507 0.2889  -0.9448
6 Li 0.5928 -1.8495 0.9058  0.9701
7 Cr 2.8942 0.4862 0.4002  1.6801
8 F -2.3032 0.3928 -0.3607  -0.2491
9 H 0.2234 0.7806 -1.3398  0.2541

=====

(3)
Molecular formula: C8H7Cl6NO2
Method: DFT, ωB97M-V/def2-TZVPD

The calculation puts the strongest force on any atom at 2.577 eV Å⁻¹. As for the structure (SMILES): O=[N+]([O-])c1ccccc1.ClC(Cl)Cl.ClC(Cl)Cl. For the relative energy (zero: lowest compared OMol25 entry of this formula, charge and spin), the calculation gives 8.11 kcal per mole. As for the highest occupied orbital energy: -10.0 eV. The orbital gap is 0.3579 hartree. The multiplicity is 1.

Each line ends with the natural charge from an NBO analysis.
Cartesian coordinates (Å):
1 O 3.8706 -1.0437 -1.9561  -0.3776
2 N 4.1592 -1.0360 -0.7699  0.5363
3 O 4.9694 -1.7795 -0.2622  -0.3631
4 C 3.3714 -0.0969 0.1610  0.0370
5 C 3.6565 -0.0626 1.5529  -0.2021
6 C 2.8450 0.5690 2.4294  -0.2140
7 C 1.6536 1.0988 1.9748  -0.1810
8 C 1.4403 1.1751 0.6301  -0.2155
9 C 2.2619 0.5497 -0.3148  -0.2061
10 H 4.5791 -0.4835 1.8795  0.2392
11 H 3.1929 0.6990 3.4597  0.2260
12 H 0.9591 1.6373 2.6855  0.2252
13 H 0.5440 1.7478 0.2918  0.2265
14 H 2.1424 0.5520 -1.4331  0.2632
15 Cl -1.7001 0.3421 -2.0426  0.0593
16 C -1.3845 -1.2402 -1.4628  -0.3029
17 Cl -1.5254 -1.3148 0.2649  0.0222
18 Cl 0.1638 -1.9630 -2.0475  0.0006
19 H -2.1421 -1.9539 -1.7311  0.2275
20 Cl -7.6691 1.8313 -0.3440  0.0439
21 C -6.6836 0.4394 -0.6223  -0.3164
22 Cl -4.9860 0.8747 -0.4245  -0.0049
23 Cl -7.0045 -0.3188 -2.1690  0.0399
24 H -6.7142 -0.2231 0.2504  0.2368

=====

(4)
Molecular formula: C6H10
Method: DFT, ωB97M-V/def2-TZVPD

The calculation puts the strongest force on any atom at 0.858 eV Å⁻¹. As for the structure (SMILES): C1=CCCC=C1.[H][H]. For the relative energy (zero: lowest compared OMol25 entry of this formula, charge and spin), the calculation gives 40.42 kcal per mole. As for the highest occupied orbital energy: -8.2 eV. The orbital gap is 0.3391 hartree. The multiplicity is 1.

Each line ends with the natural charge from an NBO analysis.
Cartesian coordinates (Å):
1 C 0.2604 1.5106 0.2801  -0.2333
2 C -0.8933 0.9053 0.5828  -0.1665
3 C -0.9303 -0.5634 0.9152  -0.4461
4 C 0.1381 -1.3616 0.1636  -0.4477
5 C 1.2794 -0.5571 -0.3557  -0.1327
6 C 1.4213 0.7499 -0.1441  -0.2587
7 H 0.3179 2.5876 0.2177  0.2097
8 H -1.7912 1.4889 0.7576  0.2068
9 H -0.7605 -0.6530 1.9973  0.2157
10 H -1.9182 -0.9922 0.7289  0.2144
11 H -0.2997 -1.9180 -0.6578  0.2132
12 H 0.5626 -2.1158 0.8235  0.2230
13 H 2.0712 -1.1146 -0.8284  0.2006
14 H 2.3323 1.2741 -0.4157  0.2124
15 H -1.0343 0.5587 -1.7242  0.0003
16 H -0.7557 0.2007 -2.3408  -0.0112

=====

(5)
Molecular formula: C6H12O
Method: DFT, ωB97M-V/def2-TZVPD

The calculation puts the strongest force on any atom at 0.384 eV Å⁻¹. For the relative energy (zero: lowest compared OMol25 entry of this formula, charge and spin), the calculation gives 88.60 kcal per mole. As for the highest occupied orbital energy: -8.3 eV. The orbital gap is 0.3252 hartree. The multiplicity is 1.

Each line ends with the natural charge from an NBO analysis.
Cartesian coordinates (Å):
1 C -0.6327 -1.2337 1.9592  -0.6251
2 C 0.4544 -0.8435 0.9733  0.1044
3 O 1.4201 -1.8803 1.0143  -0.7148
4 C -0.0809 -0.6700 -0.4520  -0.3973
5 C -1.0182 0.5722 -0.5936  -0.5651
6 C -0.5351 1.0246 -1.9156  0.1756
7 C 0.5269 2.0538 -1.7757  -0.7830
8 H -1.4100 -0.4651 2.0200  0.2111
9 H -0.2005 -1.3762 2.9536  0.2234
10 H -1.0944 -2.1776 1.6483  0.2135
11 H 0.9095 0.1102 1.2937  0.1529
12 H 2.1544 -1.6262 0.4408  0.4661
13 H -0.6094 -1.5752 -0.7651  0.2286
14 H -0.8431 1.2608 0.2536  0.1799
15 H -2.0623 0.2447 -0.5844  0.2252
16 H 0.7856 -0.5838 -1.1283  0.2120
17 H 0.9765 2.2053 -0.7780  0.1829
18 H -0.0433 2.9693 -2.0180  0.2739
19 H 1.3025 1.9907 -2.5460  0.2357

=====

(6)
Molecular formula: C4H2InO5
Method: DFT, ωB97M-V/def2-TZVPD

The calculation puts the strongest force on any atom at 7.193 eV Å⁻¹. For the relative energy (zero: lowest compared OMol25 entry of this formula, charge and spin), the calculation gives 29.98 kcal per mole. As for the highest occupied orbital energy (alpha / beta): -21.1 / -20.5 eV. The orbital gap (alpha / beta) is 0.1391 / 0.1053 hartree. As for the total charge: +3. The multiplicity is 1.

Each line ends with the Mulliken charge.
Cartesian coordinates (Å):
1 C -3.4361 0.5874 -2.1901  0.8507
2 O -4.2803 1.0889 -2.7733  -0.0002
3 O -2.5588 0.1005 -1.5892  -0.5217
4 O 0.7294 -1.0638 -0.5017  -0.2687
5 C 1.6058 -1.0265 0.3491  0.4506
6 O 1.3500 -0.5553 1.5351  -0.2834
7 In -1.0334 -0.6804 -0.7549  1.7351
8 H 2.6199 -1.4116 0.1615  0.5056
9 O 2.8957 1.7545 2.6788  -0.0998
10 C 2.7875 0.6385 2.3667  0.9664
11 C 2.4860 -0.6557 2.5662  -0.6810
12 H 2.2398 -1.0378 3.5567  0.3463